No. 1
# C2H9NO2

A cluster of 3 separate species, C2H9NO2 in total (wB97M-V/def2-TZVPD, the Open Molecules 2025 dataset).

## Properties
- <S²>: 0.753
- Net charge: -1
- Energy: -286.74901 hartree
- Frontier orbital gap (spin up / spin down): 3.59 / 6.61 eV
- 2S+1: 2

XYZ file:
```
14
Properties=species:S:1:pos:R:3:mulliken_charge:R:1
O 2.00 -0.97 0.55 -0.634
O 1.43 1.75 -0.41 -0.739
N -1.06 0.46 -0.42 -0.737
C -1.43 0.31 0.98 -0.955
C -1.07 -0.69 -1.12 -0.610
H 2.16 -1.13 -0.39 0.332
H 1.02 2.06 -1.22 0.296
H 2.80 -1.29 0.95 0.238
H -2.36 -0.26 1.07 0.470
H -0.58 -0.07 1.58 0.153
H -0.89 -1.64 -0.58 0.271
H 0.87 0.97 -0.20 0.412
H -1.32 -0.84 -2.16 0.241
H -1.57 1.33 1.36 0.261
```

=====

No. 2
# C22H32AsN3O4RuS2SbSe4

A structure of composition C22H32AsN3O4RuS2SbSe4 (wB97M-V/def2-TZVPD, the Open Molecules 2025 dataset).

## Properties
- <S²>: 6.041
- Net charge: -1
- Energy: -14295.91583 hartree
- Frontier orbital gap (spin up / spin down): 6.64 / 6.15 eV
- 2S+1: 5

XYZ file:
```
70
Properties=species:S:1:pos:R:3:mulliken_charge:R:1
Sb 1.81 1.24 -4.32 0.798
Ru 0.92 0.62 0.29 0.896
Se -0.07 2.32 -5.45 -0.517
Se 3.00 3.31 -4.80 -0.465
Se 2.67 -0.87 -5.15 -0.717
Se 1.19 1.73 -1.87 0.229
As 0.07 2.93 0.77 0.647
S 0.00 -1.50 -0.41 -0.413
S 0.29 -0.21 3.02 1.251
O 0.05 0.04 4.42 -0.790
O 2.95 -0.19 0.34 -0.683
O -0.81 0.18 2.11 -0.776
O 4.69 -0.87 1.58 -0.744
N 2.19 -1.81 -1.87 -0.144
N 1.52 0.54 2.39 -0.151
N 0.23 -2.11 -3.01 -0.123
C 0.06 5.12 -1.23 -0.967
C 0.29 -4.75 2.53 1.162
C 1.55 -2.69 2.60 0.021
C -3.42 -2.71 -2.72 -0.706
C 3.61 -0.33 1.46 0.422
C -0.83 -2.66 2.96 -0.622
C -3.01 -1.14 -4.49 -0.698
C 0.22 -6.24 2.32 -1.501
C 0.85 4.52 -0.08 -0.849
C -1.65 -1.22 -4.24 -0.253
C 0.39 -1.98 2.86 0.297
C 0.14 3.41 2.67 -0.611
C -2.06 -2.80 -2.47 -0.035
C 1.49 -4.07 2.44 -1.109
C -1.18 -2.04 -3.23 0.059
C -0.63 4.67 3.03 -1.219
C -1.86 3.00 0.43 -0.742
C -3.90 -1.88 -3.72 -0.426
C -2.30 2.29 -0.84 -1.270
C 0.87 -1.82 -1.87 0.372
C 2.91 0.27 2.69 -0.906
C -0.87 -4.03 2.80 -0.941
H 1.22 -6.67 2.22 0.358
H 2.67 -1.43 -1.05 0.262
H 1.84 4.21 -0.42 0.505
H -0.34 -6.48 1.41 0.298
H -1.68 -3.45 -1.69 0.544
H -1.90 2.76 -1.74 0.309
H -3.37 -0.49 -5.27 0.398
H -1.82 -4.54 2.87 0.365
H 0.03 4.44 -2.08 0.142
H 1.20 3.51 2.92 0.429
H 2.51 -2.20 2.50 0.243
H -0.95 -0.63 -4.83 0.261
H -0.22 5.56 2.56 0.300
H -0.61 4.83 4.11 0.418
H -1.98 1.25 -0.85 0.119
H -1.68 4.59 2.74 0.276
H 0.81 -2.06 -3.85 0.135
H 2.40 -4.61 2.22 0.322
H 2.67 -1.79 -2.77 0.073
H -0.28 -6.74 3.15 0.362
H 3.42 1.20 2.93 0.412
H 0.53 6.05 -1.55 0.392
H -2.29 2.52 1.31 0.511
H -3.39 2.30 -0.91 0.416
H -0.97 5.36 -0.94 0.263
H 3.05 -0.40 3.54 0.481
H 0.97 5.24 0.73 0.610
H -1.73 -2.09 3.14 0.426
H -0.22 2.55 3.22 0.236
H -2.16 4.05 0.43 0.592
H -4.11 -3.29 -2.12 0.375
H -4.96 -1.81 -3.91 0.389
```

=====

No. 3
# C4H8NO

A structure of composition C4H8NO (wB97M-V/def2-TZVPD, the Open Molecules 2025 dataset).

## Properties
- Net charge: +1
- Energy: -286.87105 hartree
- Frontier orbital gap: 11.11 eV

XYZ file:
```
14
Properties=species:S:1:pos:R:3:mulliken_charge:R:1
O 1.58 1.44 -0.94 -0.406
N -0.79 0.83 -0.25 -0.292
C 0.89 0.34 -0.88 0.158
C 0.94 -0.47 0.41 -0.552
C -1.52 -1.24 1.00 -1.058
C -0.58 -0.42 0.56 0.457
H -1.75 0.86 -0.63 0.301
H 1.99 1.59 -1.81 0.397
H 1.48 0.04 1.20 0.277
H 1.53 -1.43 0.30 0.347
H 0.62 -0.15 -1.86 0.402
H -2.39 -0.83 0.91 0.319
H -1.45 -2.12 1.58 0.326
H -0.55 1.55 0.43 0.323
```

=====

No. 4
# CH4NO2S

A cluster of 2 separate species, CH4NO2S in total (wB97M-V/def2-TZVPD, the Open Molecules 2025 dataset).

## Properties
- Net charge: -1
- Energy: -643.83334 hartree
- Frontier orbital gap (spin up / spin down): 7.78 / 6.46 eV

XYZ file:
```
9
Properties=species:S:1:pos:R:3:mulliken_charge:R:1
S 1.33 -0.01 0.09 0.583
O 1.76 -0.44 -1.29 -0.587
O 1.84 -0.82 1.23 -0.568
N 1.72 1.49 0.37 -0.593
C -2.06 -0.63 -0.04 -0.817
H 1.21 2.20 -0.06 0.190
H -1.53 -1.41 0.49 0.274
H -2.42 -0.83 -0.97 0.288
H -1.83 0.44 0.17 0.231
```

=====

No. 5
# C3H4N2O3

A cluster of 2 separate species, C3H4N2O3 in total (wB97M-V/def2-TZVPD, the Open Molecules 2025 dataset).

## Properties
- SMILES: O=C1NO1.CN=C=O
- Net charge: 0
- Energy: -451.85379 hartree
- Frontier orbital gap: 11.20 eV

XYZ file:
```
12
Properties=species:S:1:pos:R:3:mulliken_charge:R:1
O 2.54 -0.04 -0.79 -0.317
O -1.69 3.13 0.06 -0.442
O 3.94 0.72 0.95 -0.432
N -0.71 1.01 0.02 -0.286
N 2.38 1.45 -0.77 -0.346
C 3.18 0.72 0.07 0.819
C -0.68 -0.40 0.13 -0.686
C -1.31 2.03 0.07 0.557
H -1.68 -0.84 0.07 0.366
H -0.07 -0.77 -0.69 0.232
H 1.44 1.69 -0.44 0.259
H -0.22 -0.69 1.07 0.275
```

=====

No. 6
# FH5N3P

A cluster of 2 separate species, FH5N3P in total (wB97M-V/def2-TZVPD, the Open Molecules 2025 dataset).

## Properties
- SMILES: [H]/N=P(\N)=N/[H].F
- Net charge: 0
- Energy: -608.47256 hartree
- Frontier orbital gap: 10.54 eV

XYZ file:
```
10
Properties=species:S:1:pos:R:3:mulliken_charge:R:1
P -0.68 -0.01 -0.21 0.665
F 3.10 -1.73 0.90 -0.420
N -2.17 -0.11 -0.40 -0.587
N 0.38 -1.08 0.04 -0.606
N -0.21 1.56 -0.13 -0.478
H 0.78 1.72 -0.14 0.255
H 2.20 -1.42 0.87 0.443
H -2.38 0.84 -0.64 0.247
H -0.05 -1.85 -0.46 0.227
H -0.97 2.09 0.17 0.254
```

=====

Calculated energy above the lowest of the compared OMol25 structures with the same formula, charge and spin, 0.7722, 0.0000, 1.9439, 5.4298, 3.4274, 1.9387 eV (same order as the records).